This record from the Open Molecules 2025 dataset describes a molecular structure, C36H34BClF2N11O13S2SiTi in a non-equilibrium geometry. The level of theory is ωB97M-V/def2-TZVPD.

```
102
Properties=species:S:1:pos:R:3:forces:R:3:mulliken_charge:R:1
H 2.8870 2.7064 -0.3979 0.01 0.00 0.06 0.3485
H 2.3251 -2.1755 -2.3702 -0.01 0.02 -0.01 0.1472
H -2.3583 -1.4203 7.6154 0.00 -0.02 0.03 0.3607
H -2.9925 0.3959 5.9208 -0.01 0.00 -0.02 0.3811
C -0.1662 3.5313 -0.0721 0.30 -0.27 -0.13 -0.1928
N 0.7561 2.5957 -0.2865 -0.78 0.19 0.11 0.6864
C -1.6115 3.3229 -0.0027 -0.16 -0.18 -0.06 0.1270
O -3.7906 3.0833 -7.4637 -0.02 -0.14 0.00 -0.6821
C -1.9464 -0.2165 -4.1419 0.21 0.55 0.21 1.4430
O -0.6667 1.1537 1.5051 -0.50 0.66 0.67 0.8250
O 5.3874 1.4240 -1.9479 -0.07 0.06 0.09 -0.7052
H 1.1436 -3.6466 1.2853 0.04 0.02 0.06 0.4277
H 1.7750 0.3909 4.6154 0.02 -0.04 0.02 0.4896
Si -1.6961 -1.4126 0.4531 -1.36 -0.80 -0.07 1.9441
C 2.5681 -2.7869 -1.5085 -0.03 -0.07 -0.02 -0.1619
H -0.9840 -3.5952 1.5230 0.01 0.01 0.01 0.3594
N -4.8933 -0.5421 -7.1331 -0.15 -0.09 -0.07 -0.5438
C -2.6153 -1.1163 2.1192 0.53 0.39 -0.15 -1.4353
C -1.0059 -0.1977 6.4830 -0.01 -0.03 0.00 1.2342
H 5.0337 -4.6880 -0.1753 0.03 0.03 0.01 0.4393
C 5.5059 -0.0564 1.8988 -0.66 -0.08 -0.65 -1.2955
C 4.3228 -0.5567 2.4300 -0.06 0.03 0.12 -0.4278
N -2.3117 2.5032 -0.7469 0.26 0.07 0.03 -0.0565
H -2.9921 -0.0923 2.1715 -0.04 0.00 0.02 0.1482
C -0.4754 1.2455 -2.8163 0.49 0.13 -0.63 -1.0202
Ti 0.3751 0.2326 0.1229 -1.37 0.57 -1.23 -0.0285
H 4.5187 -3.3137 -2.2174 0.01 0.03 0.01 0.4565
C -1.9457 0.3961 5.6404 0.11 0.05 -0.04 -0.7917
C -0.4818 -1.1935 -2.4451 0.20 -0.29 -0.10 -1.2954
O 1.6021 1.6211 2.2458 0.06 -0.34 0.11 -0.7132
C 3.1953 -0.1475 0.2840 0.54 -0.12 0.24 0.7850
H -0.5697 2.1536 -2.2503 -0.04 -0.06 0.05 0.3445
H -0.6847 -1.4813 8.1841 0.00 0.00 0.01 0.3620
H -4.4529 3.6586 1.4739 0.04 0.02 0.01 0.4666
C 1.9126 -3.5931 0.5257 0.02 -0.06 -0.01 -0.6966
H -0.0376 -2.0454 -1.9470 -0.11 -0.03 0.08 -0.1104
N 1.6376 -2.8812 -0.5615 0.10 -0.22 -0.04 0.1871
H 4.2697 -0.8749 3.4582 -0.02 -0.06 0.00 0.7504
S -4.3292 1.9036 -8.1178 -0.07 0.14 -0.09 1.1942
C -1.5498 0.9762 4.4515 -0.10 0.06 0.00 -0.7248
N 0.0008 0.0593 -1.9535 -0.41 -0.24 0.31 1.3665
H -2.0194 1.8798 -4.2191 -0.03 0.02 0.01 0.6888
C 3.1796 -0.5960 1.6432 0.51 0.27 -0.37 -1.1061
H -1.9654 4.2678 1.8008 -0.09 0.02 0.07 0.3647
F 1.4195 -0.0776 -4.0253 0.00 -0.06 0.01 -0.3136
C 0.3315 -0.1823 6.1106 0.01 0.02 0.07 -1.0234
C 3.1258 -4.2429 0.7001 0.00 0.11 -0.20 0.2098
H -0.9719 -3.7773 -0.2378 0.00 -0.01 0.00 0.2794
O 7.6962 0.5178 2.2471 -0.09 0.00 -0.11 -0.6685
C -0.2122 0.9489 4.0819 -0.04 -0.05 -0.23 -0.2201
C -2.9828 -0.3745 -5.1691 -0.40 -0.10 -0.24 0.0080
O 4.1441 -0.2655 -2.4325 0.02 -0.02 0.09 -0.5232
N -3.2265 0.6691 -5.9745 0.19 0.03 0.18 -0.3045
O 2.1113 -0.1059 -0.4131 1.58 0.03 -0.39 1.1890
H -5.2950 -2.4439 -6.4939 0.05 -0.05 0.05 0.3983
H -4.1037 -1.2111 -0.3003 0.04 0.02 0.11 0.5468
O -5.7550 1.9815 -8.4026 0.13 -0.09 0.08 -0.7101
C 5.5803 0.3327 0.5740 0.27 -0.03 0.01 -0.2637
C 1.7816 4.5482 0.0608 0.19 0.00 -0.06 -1.1246
H -1.9442 -1.2689 2.9674 0.01 0.01 0.01 0.2314
C -1.3245 -1.3541 -3.4626 -0.04 0.03 -0.05 -0.8659
N 2.0085 -1.0652 2.1910 -0.21 -0.51 0.22 0.3383
H -3.1567 -2.0751 -1.5155 0.04 0.01 0.00 0.2812
S 0.2030 1.7744 2.5664 -0.13 1.36 1.27 1.6970
H -1.5740 -2.3591 -3.7773 0.06 -0.04 0.09 0.2844
C -4.1490 0.5411 -6.9108 0.06 0.03 -0.12 0.1060
Cl 3.4198 -5.1429 2.1490 0.02 -0.09 0.13 -0.2651
H -4.3622 1.9378 -0.6801 -0.05 0.03 0.02 0.5028
H -2.2659 1.4533 3.7949 -0.05 -0.07 0.03 0.3551
C 4.4572 0.2380 -0.2282 -0.41 -0.20 0.73 -0.3677
C 1.9672 3.2331 -0.2168 0.04 -0.07 -0.16 -0.6126
H -3.5758 -2.4011 -4.6714 -0.01 -0.01 -0.03 0.3274
C -3.5808 2.5350 -0.2411 0.00 0.03 0.08 -0.5656
C -3.6397 3.3848 0.8243 -0.29 -0.04 -0.01 -0.7142
F 2.0258 1.5221 -2.5010 0.04 0.03 -0.03 -0.1921
O -3.5202 1.3935 -9.2195 -0.07 0.06 0.05 -0.7062
N 4.6511 0.4984 -1.6433 0.09 0.01 -0.51 1.2711
C -3.7201 -1.5503 -5.3234 0.12 -0.01 0.13 -0.6011
N -2.3834 3.9201 0.9499 0.46 -0.06 0.14 -0.0745
C 4.0918 -4.1687 -0.2896 -0.11 0.04 0.05 -0.4072
O -0.1904 3.1500 2.8354 -0.27 -0.23 -0.37 -0.8767
O 1.9944 -1.6704 3.2909 0.03 0.02 -0.12 -0.9020
H -3.0509 -0.3228 -1.4161 -0.05 0.01 -0.05 -0.1044
H 1.0773 -0.6232 6.7610 -0.02 -0.06 0.00 0.3463
H -3.4626 -1.7969 2.2322 0.03 -0.10 -0.20 0.6038
O 6.6116 -0.3689 3.8735 -0.10 0.00 -0.06 -0.6558
H 6.5125 0.6727 0.1510 0.00 0.04 0.00 0.6701
N 6.6798 0.0361 2.7239 0.55 0.00 0.46 1.0329
C 3.8014 -3.4158 -1.4147 0.05 -0.02 -0.05 -0.6117
O 0.8330 -0.8791 1.5786 0.36 -1.18 1.01 0.7835
H -1.6882 -0.0647 8.5174 0.01 -0.02 0.03 0.2991
C -1.4551 -0.8299 7.7733 0.03 0.05 -0.03 -1.5497
C -3.1427 -1.2342 -0.8223 0.36 0.19 0.21 -1.1055
H 2.4807 5.3534 0.1935 -0.01 0.01 -0.01 0.4131
H -0.0531 5.5850 0.3487 -0.06 0.02 -0.06 0.2426
C 0.7368 0.3877 4.9115 0.07 0.11 -0.18 -0.2579
N 0.4238 4.7281 0.1371 -0.10 -0.13 -0.02 0.0291
B 1.0040 0.7361 -3.0034 -0.06 0.47 -0.25 0.4646
C -1.5565 1.0139 -3.7624 -0.10 -0.41 -0.17 -1.1448
H -2.5000 -3.7908 0.6515 -0.10 0.17 -0.03 0.4706
C -1.5097 -3.3322 0.6019 0.53 0.43 -0.21 -1.5848
C -4.6713 -1.5692 -6.3264 -0.02 0.11 -0.01 -0.4043
```
Forces are in eV/Å.

Summary:
Spin multiplicity: 2
E_tot (hartree): -5592.90144
Total charge: -2
LUMO (spin up / spin down) (eV): 2.751 / 2.859

---

This record from the Open Molecules 2025 dataset describes a molecular structure, C36H34BIN10ScSe2. The level of theory is ωB97M-V/def2-TZVPD.

```
85
Properties=species:S:1:pos:R:3:forces:R:3:mulliken_charge:R:1
C -1.2780 -3.7445 -2.5835 0.04 0.03 0.04 0.6684
H -0.6336 1.7716 6.9367 0.00 0.04 0.08 0.4807
H 2.9487 1.2994 0.2218 0.03 0.00 0.01 0.5908
C -1.0483 -3.2066 -3.8644 0.11 0.17 -0.04 -0.8460
C -0.4727 1.7693 4.7488 0.13 -0.02 0.24 -0.3094
N -1.4628 -0.1031 1.5857 -0.01 0.07 0.04 0.8664
H -4.3141 -1.4832 0.8795 -0.06 -0.04 0.00 0.6276
N -1.4040 -0.1173 0.2186 -0.37 -0.33 0.33 1.2507
C 3.4398 1.0687 -0.7144 0.19 0.18 0.04 -0.1517
C 0.5913 3.4646 0.2668 -0.07 -0.03 0.04 0.7784
C -1.8587 -4.8584 -0.1177 0.16 0.18 0.05 -0.6789
C 3.2240 0.6480 -2.9591 0.22 -0.04 0.03 0.1444
Sc 0.5448 0.2499 -0.7176 -0.15 0.27 -0.52 -1.9028
H -2.6405 -5.2013 -3.3753 0.00 -0.02 -0.05 0.4735
C -0.9635 -3.7731 -0.1844 -0.41 -0.34 -0.36 0.5841
C -1.5031 3.0252 -4.2036 -0.04 0.03 0.10 -0.7809
C -2.9371 -0.7853 -1.6382 0.00 -0.04 -0.05 -1.4725
C -3.3384 -1.0333 0.8924 0.05 0.03 0.02 -1.7561
I -0.0746 -3.3189 1.5875 0.19 0.12 0.35 0.4165
C 3.3170 -1.9875 0.3010 0.03 0.09 -0.08 -1.1672
C -0.1985 4.2019 1.1487 -0.01 -0.10 0.01 -1.9650
H -3.5539 3.6731 -4.1849 0.00 0.01 0.00 0.4572
C 2.5914 -1.2195 1.3545 -0.11 -0.12 -0.07 0.1529
H -3.8532 2.9693 -1.7883 -0.03 0.01 0.01 0.5882
C -2.9261 2.8113 -2.3193 0.11 -0.07 0.14 -1.1714
N -0.2817 2.0592 1.6736 0.35 -0.04 0.09 0.1466
H -0.1056 2.7391 4.4655 -0.02 0.06 0.00 0.7234
N 2.6307 0.8249 -1.7629 0.02 -0.11 0.09 1.2111
H -2.0678 -5.2976 0.8466 -0.01 -0.02 0.05 0.4803
C -1.8725 2.1799 -1.6745 -0.05 0.12 0.08 -0.5286
C 2.7777 -1.2622 2.7323 -0.07 0.08 -0.02 -1.6367
H 4.3603 -1.6873 0.2221 0.06 0.01 0.02 0.3493
C -2.4521 -5.3819 -1.2461 -0.01 0.02 -0.18 -0.9636
C -0.6709 -3.1551 -1.4191 0.01 0.12 -0.17 0.0957
C -0.4857 2.4301 -3.4719 -0.22 -0.02 0.08 -0.2404
H -1.6125 -0.6735 7.7605 0.00 0.01 -0.01 0.3797
H -0.0042 -1.7275 -5.0246 -0.01 0.01 0.00 0.5348
C -0.7164 1.2575 5.9974 0.12 0.19 -0.23 -1.2724
H -1.4089 3.3959 2.8418 -0.02 0.03 0.05 0.9809
C 1.4541 3.9984 -0.8196 0.03 0.00 -0.12 -1.0082
C -1.0896 -0.0816 5.7735 -0.06 -0.25 0.01 0.7617
Se 1.2390 2.7439 -4.2517 0.17 -0.09 -0.11 0.1077
H -2.1387 -0.4778 -2.3127 0.03 -0.05 0.02 0.0568
H -0.6635 -1.8671 6.8807 0.02 -0.01 -0.01 0.2652
B -0.3927 0.6901 2.3830 0.16 -0.12 -0.15 -0.0977
H -3.1324 -6.2159 -1.1641 -0.04 -0.05 0.01 0.4536
H 5.0291 0.4011 -4.0809 -0.03 0.00 0.01 0.5152
H -1.3019 3.3737 -5.2053 0.00 -0.01 -0.04 0.5785
N -0.6740 1.9401 -2.2252 0.16 -0.11 -0.18 1.2476
H -1.5220 -3.6746 -4.7167 -0.03 -0.02 -0.04 0.4695
H 3.5460 -1.7835 3.2720 0.06 -0.04 0.04 0.5800
C 0.1309 -1.9842 -1.6100 0.06 0.10 0.08 1.0022
C -2.6076 -0.6446 1.9992 -0.02 -0.01 -0.01 -0.2527
C -2.7537 3.2069 -3.6261 0.03 0.03 -0.10 -0.6552
C -0.1961 -2.1360 -4.0406 0.02 -0.04 -0.10 -1.1383
N 1.5146 -0.4669 1.0747 -0.10 -0.13 -0.01 1.3232
H 1.2194 -0.8808 -3.0941 -0.08 -0.06 0.03 -0.4480
H 5.4032 1.2814 0.0978 0.02 -0.01 0.03 0.5676
H -3.8011 -0.1484 -1.8389 0.02 -0.02 0.01 0.4299
H -2.3667 -1.6418 6.4930 -0.01 -0.02 -0.02 0.3174
H -2.8086 -0.7181 3.0527 -0.05 -0.02 0.04 0.7074
H -3.2235 -1.8054 -1.8850 -0.02 -0.06 -0.02 0.3825
H 2.2745 4.5746 -0.3885 0.00 0.00 0.00 0.3952
N 0.9811 -0.0618 2.2558 0.10 0.24 0.04 0.8704
C 4.8213 1.0574 -0.7836 -0.19 -0.03 -0.03 -1.2031
H 1.8772 3.2085 -1.4345 -0.04 0.03 0.03 -0.2106
H 0.8941 4.6713 -1.4699 -0.02 0.01 0.02 0.3525
N -1.0730 -0.3651 4.4828 -0.05 0.14 -0.17 -1.0906
C 1.7339 -0.5231 3.2616 -0.04 -0.04 -0.13 -0.2263
C -0.7332 3.2723 2.0145 -0.04 -0.05 -0.08 -0.0779
C 5.4121 0.7434 -1.9937 0.07 0.00 0.04 -0.5575
C 4.5993 0.5546 -3.1004 -0.02 0.07 -0.01 -1.0700
N 0.5187 2.1583 0.5698 0.01 0.03 0.00 0.6402
C -2.5580 -0.6819 -0.1997 0.14 0.14 -0.11 0.3853
C -1.4545 -1.1240 6.7827 0.00 0.09 0.02 -1.2970
H 3.2952 -3.0471 0.5528 0.01 -0.03 0.00 0.4082
H -0.3444 5.2656 1.1614 -0.01 0.09 0.00 0.5588
N -0.7124 0.7915 3.8380 -0.25 -0.19 0.26 0.3187
H 1.4629 -0.3211 4.2825 0.02 0.00 0.08 0.4618
H -1.9889 1.8570 -0.6503 -0.05 0.02 -0.04 0.7671
C 0.4581 -1.6323 -2.9231 -0.05 -0.15 0.36 0.4370
H 2.8507 -1.8777 -0.6811 0.00 0.03 0.05 0.0218
C -2.1606 -4.8274 -2.4816 -0.06 -0.08 0.22 -0.7127
Se 2.2072 0.6809 -4.5932 -0.03 0.17 -0.09 0.0521
H 6.4885 0.6955 -2.0898 0.01 -0.01 -0.02 0.4727
```
Forces are in eV/Å.

Summary:
Spin multiplicity: 2
E_tot (hartree): -7825.63703
Total charge: +2
LUMO (spin up / spin down) (eV): -5.842 / -8.338

---

Among the records above, which one has the lowest total charge?
C36H34BClF2N11O13S2SiTi